{
  "formula": "C59H33BrI4N7OPt",
  "method": "ωB97M-V with the def2-TZVPD basis set",
  "species": ["Pt", "I", "C", "C", "C", "C", "C", "C", "C", "C", "C", "C", "C", "C", "C", "C", "C", "C", "I", "C", "C", "C", "N", "C", "C", "C", "C", "C", "C", "I", "C", "C", "C", "C", "C", "C", "N", "C", "C", "C", "C", "C", "N", "C", "C", "C", "C", "I", "C", "C", "C", "C", "N", "H", "H", "H", "H", "H", "H", "H", "H", "H", "H", "H", "H", "H", "H", "H", "H", "H", "H", "H", "H", "H", "H", "H", "H", "Br", "C", "C", "C", "C", "C", "C", "N", "N", "C", "C", "C", "C", "O", "C", "N", "C", "C", "C", "C", "H", "H", "H", "H", "H", "H", "H", "H", "H"],
  "positions_angstrom": [[0.72445, 1.32532, 0.48596], [-4.21555, 5.88823, -6.56652], [-3.17968, 4.86960, -5.07398], [-3.56766, 3.58520, -4.71939], [-2.87499, 2.91144, -3.72440], [-1.79414, 3.50703, -3.08126], [-1.42006, 4.79643, -3.44648], [-2.10701, 5.47963, -4.43920], [-1.05522, 2.78966, -2.00416], [-0.22603, 1.73314, -2.33974], [-0.10250, 1.16628, -3.67478], [0.71364, 0.10055, -3.57864], [1.15541, 0.02302, -2.20169], [2.08141, -0.91277, -1.70680], [2.58491, -1.97047, -2.62478], [3.38211, -1.64821, -3.71882], [3.89985, -2.64499, -4.53151], [3.61425, -3.97466, -4.25421], [4.40984, -5.47169, -5.46282], [2.80872, -4.30999, -3.17467], [2.30063, -3.30786, -2.36199], [2.60401, -0.89595, -0.42355], [2.25648, 0.01489, 0.56470], [3.08172, -0.17274, 1.59036], [3.04190, 0.66921, 2.78721], [4.20491, 1.26688, 3.32780], [5.46824, 1.13969, 2.68956], [6.58764, 1.77262, 3.17501], [6.50412, 2.56505, 4.31995], [8.18965, 3.53255, 5.03830], [5.28014, 2.71810, 4.96957], [4.15740, 2.08886, 4.48535], [1.70663, 1.00463, 3.29452], [1.21369, 0.93626, 4.65132], [-0.03111, 1.47275, 4.64110], [-0.30349, 1.86716, 3.28394], [0.77684, 1.50014, 2.49494], [-1.35481, 2.67332, 2.83931], [-1.51039, 3.08343, 1.52498], [-2.50354, 4.03485, 1.05624], [-2.39611, 4.09335, -0.27843], [-1.33461, 3.15498, -0.66461], [-0.79237, 2.61964, 0.42810], [-2.35536, 3.13555, 3.83839], [-3.68417, 2.73990, 3.71380], [-4.63322, 3.15917, 4.63311], [-4.25401, 3.98878, 5.67962], [-5.67632, 4.62757, 7.05971], [-2.93336, 4.39575, 5.81194], [-1.98806, 3.96404, 4.89418], [3.97464, -1.26013, 1.32183], [3.68613, -1.70018, 0.06617], [0.57026, 1.02291, -1.48551], [-4.40742, 3.11384, -5.21118], [-3.18207, 1.91181, -3.44016], [-0.57952, 5.27093, -2.95415], [-1.80398, 6.47931, -4.71831], [-0.61125, 1.53837, -4.54791], [1.00131, -0.58491, -4.35784], [3.62636, -0.61227, -3.92092], [4.53334, -2.38598, -5.36855], [2.58059, -5.34616, -2.96426], [1.67471, -3.56531, -1.51497], [5.55702, 0.55470, 1.78592], [7.53295, 1.66107, 2.66204], [5.21113, 3.33354, 5.85594], [3.22302, 2.23848, 5.00590], [1.74985, 0.50958, 5.48286], [-0.71129, 1.58900, 5.46772], [-3.17940, 4.57815, 1.69466], [-2.97641, 4.67767, -0.97270], [-3.97032, 2.08614, 2.89832], [-5.66157, 2.83994, 4.53520], [-2.64239, 5.04921, 6.62265], [-0.95982, 4.29122, 4.99034], [4.72504, -1.62912, 2.00130], [4.17576, -2.48213, -0.49014], [0.32321, -5.32131, -6.02130], [-0.70019, -5.39638, -4.44115], [-0.68690, -6.55800, -3.67462], [-1.46615, -6.62676, -2.54079], [-2.25520, -5.53066, -2.14680], [-2.25156, -4.36438, -2.93420], [-1.47545, -4.30307, -4.07388], [-3.01875, -5.70664, -1.02221], [-3.71903, -4.69872, -0.57943], [-3.27774, -3.65961, 0.03116], [-4.26303, -2.60344, 0.25735], [-3.90856, -1.37276, 0.63051], [-2.50398, -1.02363, 0.88233], [-2.14739, 0.11856, 1.08021], [-1.51272, -2.15756, 0.89579], [-0.29515, -1.85779, 1.34459], [0.58724, -2.84020, 1.44328], [0.29694, -4.16265, 1.12184], [-0.95879, -4.46915, 0.64060], [-1.89528, -3.44320, 0.50396], [-0.08483, -7.40197, -3.98136], [-1.49632, -7.52481, -1.93803], [-2.87455, -3.52192, -2.66624], [-1.48413, -3.41750, -4.69448], [-5.28832, -2.86149, 0.02453], [-4.62807, -0.56973, 0.72242], [1.57172, -2.56868, 1.80915], [1.04386, -4.93317, 1.25785], [-1.22245, -5.48839, 0.39816]],
  "atomic_forces_ev_per_a": [[0.216, -0.044, -0.057], [-0.003, 0.003, -0.004], [0.002, 0.000, 0.009], [-0.004, 0.003, -0.005], [-0.010, 0.006, 0.003], [0.001, -0.016, -0.016], [-0.005, -0.001, 0.011], [-0.001, 0.006, -0.007], [0.052, -0.035, 0.039], [0.040, 0.091, 0.032], [0.008, -0.080, -0.048], [-0.090, 0.017, -0.035], [0.092, -0.018, 0.071], [-0.065, 0.002, -0.011], [0.004, -0.008, -0.014], [0.037, -0.003, 0.022], [0.001, 0.000, -0.003], [-0.021, -0.001, -0.005], [-0.003, -0.004, 0.010], [-0.015, -0.011, -0.024], [-0.024, 0.010, -0.005], [-0.002, 0.035, 0.041], [-0.006, 0.020, -0.034], [0.017, 0.000, 0.009], [-0.051, -0.021, -0.050], [0.010, 0.024, -0.005], [-0.004, -0.022, 0.012], [0.013, -0.005, 0.014], [-0.012, -0.006, -0.015], [0.007, -0.010, 0.011], [0.004, -0.005, 0.013], [0.002, 0.002, 0.004], [0.050, 0.069, 0.012], [-0.073, -0.072, 0.001], [-0.014, -0.085, 0.016], [0.017, 0.152, 0.017], [0.013, 0.002, -0.019], [0.022, -0.118, 0.050], [0.008, -0.003, -0.086], [-0.009, 0.017, 0.004], [-0.039, -0.022, 0.010], [-0.054, -0.029, -0.014], [-0.024, 0.064, 0.028], [-0.029, -0.005, -0.024], [0.003, -0.028, 0.021], [-0.002, 0.003, 0.003], [0.005, -0.003, -0.006], [0.001, 0.001, 0.000], [-0.003, 0.001, 0.006], [-0.003, 0.016, -0.011], [-0.014, -0.038, -0.020], [0.013, -0.036, 0.010], [-0.032, -0.022, -0.022], [0.002, -0.002, -0.001], [-0.001, 0.000, 0.002], [0.002, -0.002, -0.004], [-0.001, 0.000, 0.001], [0.017, 0.008, -0.006], [0.018, 0.014, -0.008], [-0.010, 0.001, -0.008], [-0.005, 0.001, -0.004], [-0.010, -0.003, -0.007], [-0.010, -0.004, -0.003], [-0.005, 0.021, -0.013], [-0.003, 0.007, -0.007], [-0.003, 0.010, -0.007], [-0.007, 0.017, -0.014], [0.012, 0.031, 0.009], [0.015, 0.032, 0.009], [-0.006, -0.001, -0.005], [0.009, 0.015, 0.005], [0.004, 0.001, -0.003], [0.000, 0.000, 0.000], [0.000, 0.000, 0.000], [0.001, -0.005, 0.001], [0.007, 0.000, -0.006], [0.004, -0.001, 0.009], [0.043, 0.040, 0.015], [0.012, -0.011, -0.003], [0.005, 0.006, 0.001], [-0.017, 0.003, 0.007], [-0.170, -0.082, -0.134], [0.043, 0.038, 0.021], [0.001, 0.008, -0.003], [0.207, 0.009, 0.425], [-0.056, 0.138, -0.502], [-0.013, -0.091, 0.266], [0.006, -0.035, -0.022], [-0.008, 0.043, -0.022], [0.143, -0.060, -0.070], [-0.206, 0.075, 0.112], [-0.031, 0.015, 0.057], [-0.008, -0.019, 0.036], [0.001, 0.017, 0.002], [-0.004, -0.003, 0.005], [0.010, 0.008, -0.002], [0.005, -0.008, -0.087], [0.002, 0.000, -0.001], [-0.001, -0.003, -0.005], [-0.012, -0.012, 0.007], [0.004, 0.002, 0.003], [-0.005, 0.006, 0.017], [-0.009, -0.012, 0.020], [0.003, -0.008, 0.003], [0.001, 0.002, -0.003], [0.002, 0.000, -0.023]],
  "mulliken_spin": [-0.04, 0.00, 0.00, 0.00, 0.02, 0.04, 0.02, 0.00, 0.17, 0.00, 0.11, -0.08, 0.32, 0.05, -0.02, 0.01, 0.00, 0.00, 0.00, 0.01, -0.01, 0.08, 0.01, 0.38, 0.07, 0.12, 0.17, -0.09, 0.21, 0.02, -0.10, 0.17, 0.33, 0.13, 0.01, 0.18, -0.01, 0.14, 0.24, -0.08, 0.12, 0.11, 0.04, -0.05, 0.00, 0.01, 0.00, 0.00, 0.00, -0.01, 0.09, 0.04, 0.04, 0.00, 0.00, 0.00, 0.00, 0.01, -0.01, 0.00, 0.00, 0.00, 0.00, 0.02, 0.00, 0.00, 0.02, 0.00, 0.00, 0.00, 0.00, -0.01, 0.00, 0.00, 0.00, 0.00, -0.01, 0.02, 0.16, -0.07, 0.16, -0.05, 0.16, -0.09, 0.53, 0.15, 0.02, 0.01, 0.00, 0.00, 0.00, 0.00, 0.00, 0.00, 0.00, 0.02, 0.00, 0.00, 0.00, 0.01, 0.00, 0.00, 0.00, 0.00, 0.00, 0.00],
  "charge": 1,
  "gap_ev": [5.1, 4.9],
  "molar_mass_g_mol": 1638.56,
  "s_squared": 6.13,
  "spin_multiplicity": 5,
  "homo_energy_ev": [-8.75, -10.60],
  "total_energy_ha": -6610.51331
}